(1)
ORCA calculation (ωB97M-V/def2-TZVPD) on a cluster of 2 separate species, C3H9N3O in total.

ORCA input file:
```
! wB97M-V def2-TZVPD RIJCOSX def2/J DEFGRID3
* xyz 0 1
N -1.99180 -0.83229 0.98530
C -1.39760 -0.93934 -0.22469
N -0.19874 -1.66646 -0.15649
O -1.95376 -0.67662 -1.27634
H -1.96948 -1.65366 1.57264
H -2.81655 -0.24888 1.06747
H 0.35290 -1.56475 0.68459
H 0.25472 -1.77065 -1.05580
C 2.37278 0.87595 -0.31262
C 1.20586 1.23168 0.23622
N 0.06232 1.58061 -0.45612
H 2.45932 0.66787 -1.37347
H 3.23337 0.66634 0.31278
H 1.13529 1.42242 1.30573
H -0.78123 1.66494 0.10772
H 0.03262 1.24284 -1.41692
*
```

Calculated values
Energy above the lowest of the compared OMol25 structures with the same formula, charge and spin in kcal per mole: 15.0
HOMO energy in eV: -8.15
LUMO level in Ha: 0.029
Maximum force in Eh/bohr: 0.0538
Orbital gap in eV: 8.93
E in eV: -9774.8893



(2)
ORCA calculation (ωB97M-V/def2-TZVPD) on a structure of composition C3H9N3O.

ORCA input file:
```
! wB97M-V def2-TZVPD RIJCOSX def2/J DEFGRID3
* xyz 0 1
C 2.34402 -0.64412 -0.51486
O 1.00807 -1.00403 -0.72891
N -0.31931 -1.12297 1.18520
N -1.13340 -1.91908 0.94762
H -0.89702 -2.91192 0.75300
H 2.80559 -1.20230 0.31305
H 2.45701 0.42668 -0.29250
H 2.93204 -0.84342 -1.42091
C -1.93823 0.99099 -0.32482
C -0.55624 0.85203 0.25093
N 0.16662 1.73490 0.77775
H -0.24749 2.67325 0.79702
H 0.26502 -0.05281 -0.32149
H -2.58503 0.18728 0.03640
H -1.89831 0.89599 -1.41221
H -2.40333 1.93954 -0.04525
*
```

Calculated values
Energy above the lowest of the compared OMol25 structures with the same formula, charge and spin in kcal per mole: 158.3
HOMO energy (alpha / beta) in eV: -8.17 / -8.40
LUMO level (alpha / beta) in Ha: -0.044 / -0.003
Maximum force in Eh/bohr: 0.0377
Orbital gap (alpha / beta) in eV: 6.97 / 8.30
E in eV: -9768.6767



(3)
ORCA calculation (ωB97M-V/def2-TZVPD) on a structure of composition C3H9N3O.

ORCA input file:
```
! wB97M-V def2-TZVPD RIJCOSX def2/J DEFGRID3
* xyz 0 1
C 2.70571 -0.01907 0.09036
C -0.66695 -0.31303 -0.03395
C -1.08996 -1.12888 1.28728
H 3.32449 -0.65342 0.60813
H 3.03945 -0.36412 -1.05183
H 2.96356 1.06029 0.32894
H -2.16683 -0.85304 1.30123
H -0.49410 -0.74533 1.98390
H -0.98553 -2.45370 1.48034
H -2.95105 0.31803 -0.49965
H -1.21509 2.55029 -0.92372
H -1.09391 1.27314 -2.33328
N 0.45324 -0.19352 -0.60777
N -1.71730 0.37315 -0.58395
N -1.59179 1.70003 -1.51093
O 1.48605 -0.55081 0.46490
*
```

Calculated values
Energy above the lowest of the compared OMol25 structures with the same formula, charge and spin in kcal per mole: 179.3
HOMO energy in eV: -8.47
LUMO level in Ha: 0.033
Maximum force in Eh/bohr: 0.1329
Orbital gap in eV: 9.35
E in eV: -9767.7655